DFT (ωB97M-V/def2-TZVPD) results for a cluster of 2 separate species, C4H15N2O in total.

The calculation puts the highest occupied orbital energy at -12.900 eV. As for the net charge: +1. The electronic energy is -9412.5554 eV. As for the largest force on an atom: 0.9 eV/A. The frontier orbital gap is 9.853 eV.

Last column: Mulliken charge in e.
Geometry (Å):
1 N 0.990 0.688 -0.605  -0.1882
2 C 0.044 1.461 0.288  -0.7280
3 C -1.340 0.807 0.186  -0.5639
4 N -1.231 -0.615 -0.020  -0.1151
5 C -0.723 -1.347 1.158  -1.1561
6 C -2.524 -1.161 -0.498  -1.1146
7 H 1.512 1.258 -1.274  0.3515
8 H 1.729 0.185 -0.100  0.3748
9 H 0.392 0.006 -1.109  0.3464
10 H 0.457 1.441 1.279  0.3349
11 H -0.026 2.488 -0.067  0.3807
12 H -1.907 1.141 1.065  0.3716
13 H -1.876 1.223 -0.672  0.4821
14 H -0.200 -0.686 1.854  0.3900
15 H -1.528 -1.806 1.726  0.4237
16 H -0.034 -2.123 0.835  0.2894
17 H -3.332 -0.716 0.085  0.3782
18 H -2.587 -0.974 -1.567  0.3420
19 H -2.552 -2.225 -0.310  0.4221
20 H 4.270 -0.629 -0.466  0.3260
21 H 4.327 0.890 -0.627  0.3077
22 O 3.753 0.174 -0.328  -0.6552